[1]
C5H12N2O | ωB97M-V with the def2-TZVPD basis set

Energy relative to the best compared isomer or geometry (same formula, charge and spin)   3.045 eV
Gap between HOMO and LUMO   9.431 eV
F_max   0.509 eV/Å
LUMO level   0.92 eV

The geometry in ORCA input format:
```
! wB97M-V def2-TZVPD RIJCOSX def2/J DEFGRID3
* xyz 0 1
C -1.115 1.020 -1.353
C 0.033 -1.906 0.238
C 1.051 -1.033 2.397
N 0.540 0.827 -0.890
C 0.666 -0.756 0.970
N -1.425 2.345 -1.694
C 0.904 0.444 0.428
O -0.981 0.160 -2.368
H 0.200 0.087 -1.855
H 1.027 1.667 -1.187
H -1.618 0.691 -0.431
H -2.106 2.810 -1.114
H -1.585 2.456 -2.685
H 1.370 1.219 1.028
H -0.251 -1.669 -0.786
H 0.716 -2.762 0.223
H 1.524 -0.173 2.874
H 1.745 -1.879 2.452
H 0.173 -1.310 2.990
H -0.869 -2.238 0.763
*
```

Results of the Löwdin charge analysis, in e, for atoms 1 through 8: -0.49, -0.05, -0.07, 0.01, -0.34, 0.08, -0.12, -0.16

[2]
C5H8N2O | ωB97M-V with the def2-TZVPD basis set

Energy relative to the best compared isomer or geometry (same formula, charge and spin)   5.289 eV
Gap between HOMO and LUMO (spin up / spin down)   9.156 / 6.535 eV
F_max   2.762 eV/Å
LUMO level (spin up / spin down)   -0.18 / -1.21 eV

The geometry in ORCA input format:
```
! wB97M-V def2-TZVPD RIJCOSX def2/J DEFGRID3
* xyz 0 1
C -0.933 0.625 0.952
C -1.594 -0.232 -0.022
C 0.677 0.123 0.442
N 1.063 -0.859 1.457
C -0.131 -0.600 -0.699
C -0.102 -0.109 -2.004
N 1.572 1.088 0.186
O -2.670 -0.656 -0.296
H 1.352 -0.343 2.284
H 1.905 -1.326 1.129
H 1.315 1.613 -0.651
H -1.133 0.392 1.994
H -0.986 1.682 0.709
H -0.085 -1.667 -0.467
H 0.656 0.600 -2.316
H -0.904 -0.331 -2.696
*
```

Results of the Löwdin charge analysis, in e, for atoms 1 through 8: 0.04, -0.35, -0.57, 0.06, -0.27, 0.07, 0.17, 0.14

[3]
C21H29GeN5PtSe | ωB97M-V with the def2-TZVPD basis set

Gap between HOMO and LUMO (spin up / spin down)   8.614 / 6.690 eV
F_max   3.173 eV/Å
LUMO level (spin up / spin down)   -5.61 / -7.68 eV
⟨S²⟩   2.01

The geometry in ORCA input format:
```
! wB97M-V def2-TZVPD RIJCOSX def2/J DEFGRID3
* xyz 2 3
Pt -7.158 -11.455 4.749
C -6.956 -9.278 2.613
N -6.388 -9.409 3.969
C -6.678 -8.406 5.001
C -7.779 -8.875 5.867
N -8.116 -10.148 6.036
C -9.237 -10.247 6.931
C -9.955 -11.284 7.521
C -11.061 -10.899 8.318
C -11.348 -9.580 8.617
C -10.555 -8.514 8.150
C -9.516 -8.872 7.260
N -8.543 -8.047 6.629
C -8.263 -9.942 2.526
N -8.625 -10.850 3.423
C -9.858 -11.406 2.939
C -10.679 -12.386 3.473
C -11.877 -12.634 2.781
C -12.177 -11.984 1.578
C -11.427 -10.889 1.075
C -10.223 -10.650 1.785
N -9.173 -9.708 1.557
H -7.095 -8.223 2.295
H -6.216 -9.773 1.973
H -5.400 -9.636 3.965
H -5.780 -8.208 5.613
H -6.900 -7.383 4.603
H -9.707 -12.327 7.238
H -11.691 -11.636 8.794
H -12.210 -9.390 9.270
H -10.635 -7.526 8.533
H -8.369 -7.094 6.966
H -10.436 -12.882 4.389
H -12.607 -13.275 3.289
H -13.126 -12.298 1.095
H -11.668 -10.275 0.194
H -9.000 -9.172 0.695
C -8.410 -17.577 6.783
Ge -8.841 -15.997 5.673
C -10.645 -15.317 6.075
C -8.598 -16.209 3.704
C -7.495 -14.606 6.084
Se -6.874 -13.812 4.430
C -5.122 -13.332 5.357
H -9.053 -18.395 6.439
H -8.642 -17.467 7.883
H -7.316 -17.903 6.684
H -11.117 -16.072 6.723
H -11.357 -15.198 5.240
H -10.601 -14.386 6.586
H -7.533 -16.291 3.412
H -9.130 -15.425 3.140
H -9.059 -17.208 3.370
H -6.590 -15.125 6.529
H -7.820 -13.802 6.750
H -4.651 -12.466 4.933
H -4.421 -14.163 5.168
H -5.321 -13.151 6.420
*
```

Results of the Löwdin charge analysis, in e, for atoms 1 through 8: 1.00, -0.09, -0.13, -0.10, -0.30, -0.04, -0.17, 0.00

[4]
C51H49ClN6O10Zr | ωB97M-V with the def2-TZVPD basis set

Energy relative to the best compared isomer or geometry (same formula, charge and spin)   0.537 eV
Gap between HOMO and LUMO   8.157 eV
F_max   1.562 eV/Å
LUMO level   0.49 eV

The geometry in ORCA input format:
```
! wB97M-V def2-TZVPD RIJCOSX def2/J DEFGRID3
* xyz 0 1
Zr 0.584 0.298 0.034
O -5.831 2.747 2.139
C -4.558 2.658 1.694
O -3.959 3.643 1.383
C -3.902 1.326 1.729
C -4.255 0.145 2.338
Cl -5.712 -0.282 3.123
N -3.253 -0.741 2.166
N -2.249 -0.191 1.450
C -2.631 1.041 1.193
C -1.633 1.882 0.437
O -1.924 2.435 -0.594
O -0.431 1.826 0.994
C -3.111 -2.075 2.665
C -3.380 -2.349 3.995
C -3.217 -3.645 4.461
C -2.766 -4.645 3.608
C -2.471 -4.343 2.285
C -2.648 -3.055 1.805
H -6.174 1.881 2.396
H -3.687 -1.558 4.667
H -3.428 -3.868 5.500
H -2.637 -5.655 3.977
H -2.096 -5.111 1.618
H -2.394 -2.800 0.785
C 6.313 1.314 -1.155
O 7.221 2.048 -0.332
C 6.853 2.561 0.866
C 7.925 2.867 1.708
C 7.720 3.367 2.977
C 6.424 3.580 3.443
C 5.363 3.309 2.606
C 5.553 2.809 1.314
N 4.418 2.573 0.482
C 3.333 1.829 0.840
N 3.582 0.879 1.757
C 2.656 0.102 2.518
C 1.416 -0.306 2.054
C 0.668 -1.105 2.935
C 1.124 -1.466 4.187
C 2.381 -1.046 4.622
C 3.146 -0.269 3.776
O 4.397 0.199 4.073
C 5.054 -0.360 5.199
N 2.168 1.969 0.261
C 1.887 3.141 -0.499
C 2.168 4.431 -0.074
C 1.849 5.527 -0.868
C 1.223 5.335 -2.087
C 0.892 4.052 -2.507
C 1.213 2.977 -1.705
O 0.901 1.675 -1.997
C 0.476 1.355 -3.320
H 6.934 0.829 -1.902
H 5.601 1.965 -1.659
H 5.772 0.556 -0.586
H 8.922 2.673 1.332
H 8.572 3.579 3.611
H 6.247 3.966 4.439
H 4.345 3.483 2.939
H 4.253 3.216 -0.275
H 4.513 0.887 2.143
H -0.293 -1.483 2.610
H 0.514 -2.087 4.834
H 2.744 -1.321 5.603
H 6.082 -0.011 5.162
H 5.034 -1.450 5.161
H 4.596 -0.024 6.131
H 2.623 4.578 0.899
H 2.075 6.526 -0.518
H 0.963 6.182 -2.709
H 0.364 3.906 -3.439
H 0.461 0.274 -3.385
H 1.190 1.762 -4.033
H -0.521 1.751 -3.504
C -8.129 -1.469 -3.401
C -6.882 -0.632 -3.546
C -6.939 0.589 -4.208
C -5.810 1.388 -4.318
C -4.603 0.941 -3.814
C -4.524 -0.293 -3.173
N -3.267 -0.697 -2.663
C -2.649 -1.909 -2.918
C -3.139 -2.790 -3.891
C -2.537 -4.017 -4.107
C -1.432 -4.425 -3.363
C -0.936 -3.564 -2.403
C -1.517 -2.319 -2.183
C -0.909 -1.442 -1.178
O -0.301 -1.875 -0.179
O -0.985 -0.159 -1.330
C -5.671 -1.070 -2.987
C -5.646 -2.323 -2.149
H -8.933 -1.072 -4.020
H -8.482 -1.486 -2.366
H -7.953 -2.506 -3.695
H -7.883 0.921 -4.628
H -5.869 2.353 -4.807
H -3.704 1.543 -3.905
H -2.692 0.017 -2.242
H -3.992 -2.487 -4.486
H -2.935 -4.668 -4.878
H -0.970 -5.388 -3.535
H -0.077 -3.836 -1.800
H -4.737 -2.385 -1.554
H -5.704 -3.234 -2.756
H -6.499 -2.334 -1.468
C 2.735 -2.720 -0.111
C 3.078 -1.432 -0.840
C 3.692 -1.753 -2.191
O 1.955 -0.580 -1.028
H 3.655 -3.267 0.113
H 2.098 -3.350 -0.740
H 2.207 -2.533 0.820
H 3.820 -0.896 -0.248
H 2.942 -2.236 -2.826
H 4.546 -2.429 -2.083
H 4.026 -0.841 -2.693
*
```

Results of the Löwdin charge analysis, in e, for atoms 1 through 8: 1.87, 0.11, -0.47, 0.15, -0.05, -0.57, 0.82, -0.06

[5]
C4H5NO | ωB97M-V with the def2-TZVPD basis set

Energy relative to the best compared isomer or geometry (same formula, charge and spin)   0.731 eV
Gap between HOMO and LUMO   10.414 eV
F_max   0.330 eV/Å
LUMO level   0.90 eV
SMILES   [H]/N=C1/C=CCO1

The geometry in ORCA input format:
```
! wB97M-V def2-TZVPD RIJCOSX def2/J DEFGRID3
* xyz 0 1
H 0.314 2.848 -0.005
N -0.535 2.285 0.059
C -0.244 1.061 -0.052
C -1.165 -0.090 0.026
C -0.444 -1.207 0.012
C 1.013 -0.836 -0.034
O 1.020 0.572 -0.250
H -2.238 0.029 0.089
H -0.809 -2.229 0.035
H 1.580 -1.340 -0.823
H 1.511 -1.010 0.928
*
```

Results of the Löwdin charge analysis, in e, for atoms 1 through 8: 0.06, 0.15, -0.46, -0.01, -0.03, -0.17, -0.02, 0.12

[6]
C4H10N2O2 | ωB97M-V with the def2-TZVPD basis set

Energy relative to the best compared isomer or geometry (same formula, charge and spin)   1.284 eV
Gap between HOMO and LUMO   10.500 eV
F_max   1.228 eV/Å
LUMO level   0.59 eV
SMILES   NCCCNC(=O)O

The geometry in ORCA input format:
```
! wB97M-V def2-TZVPD RIJCOSX def2/J DEFGRID3
* xyz 0 1
N -1.806 1.852 -0.158
C -0.931 1.016 -0.995
C -0.808 -0.457 -0.569
C -0.177 -0.635 0.818
N 1.137 -0.037 0.966
C 2.318 -0.618 0.619
O 3.391 -0.100 0.757
O 2.176 -1.922 0.164
H -1.867 1.421 0.766
H -2.771 1.718 -0.461
H -1.309 0.977 -2.027
H 0.042 1.512 -1.041
H -0.096 -0.919 -1.262
H -1.784 -0.943 -0.589
H -0.794 -0.241 1.626
H -0.096 -1.687 1.080
H 1.199 0.958 1.104
H 2.176 -1.896 -0.798
*
```

Results of the Löwdin charge analysis, in e, for atoms 1 through 8: -0.01, -0.29, -0.18, -0.20, 0.08, -0.59, 0.10, 0.07

[7]
C12H15ClF4N2O4Pd | ωB97M-V with the def2-TZVPD basis set

Gap between HOMO and LUMO (spin up / spin down)   8.622 / 5.222 eV
F_max   1.649 eV/Å
LUMO level (spin up / spin down)   -7.71 / -11.61 eV
⟨S²⟩   6.04

The geometry in ORCA input format:
```
! wB97M-V def2-TZVPD RIJCOSX def2/J DEFGRID3
* xyz 2 5
Pd -0.115 -1.197 -0.609
C -3.380 -1.267 -1.040
C -2.940 -0.327 0.078
N -1.689 0.412 -0.194
C -1.632 1.119 -1.487
C -2.745 2.154 -1.677
C -1.202 1.157 0.963
C 0.278 1.530 0.890
N 1.085 0.436 0.391
C 2.419 0.418 0.541
C 3.205 -0.687 0.075
F 2.628 -1.638 -0.552
C 4.611 -0.782 0.252
F 5.215 -1.809 -0.211
C 5.322 0.208 0.899
C 4.625 1.311 1.339
F 5.238 2.270 1.921
C 3.214 1.441 1.155
F 2.681 2.540 1.548
H -4.152 -1.928 -0.649
H -2.575 -1.914 -1.389
H -3.802 -0.737 -1.893
H -2.796 -0.889 1.001
H -3.747 0.391 0.258
H -1.702 0.378 -2.287
H -0.664 1.616 -1.571
H -3.729 1.692 -1.648
H -2.624 2.624 -2.652
H -2.695 2.937 -0.920
H -1.366 0.547 1.850
H -1.770 2.084 1.088
H 0.578 1.822 1.897
H 0.442 2.409 0.254
H 6.395 0.130 1.035
O -1.877 -4.068 0.567
Cl -0.537 -3.775 0.298
O 0.372 -4.809 0.478
O -0.434 -3.226 -1.095
O -0.132 -2.573 1.099
*
```

Results of the Löwdin charge analysis, in e, for atoms 1 through 8: 1.05, -0.06, -0.21, -0.23, -0.23, -0.03, -0.14, -0.16